[1]
A cluster of 2 separate species, C24H33N3O2P2 in total in a non-equilibrium geometry. Source: OMol25; level of theory: ωB97M-V/def2-TZVPD.

## Properties
HOMO energy	-11.81	eV
LUMO level	-7.63	eV
ΔE to the lowest compared entry with this formula, charge and spin	0.277	eV
Kohn-Sham gap	0.153	Ha

Geometry as ORCA input:
```
! RIJCOSX wB97M-V def2-TZVPD def2/J DEFGRID3
* xyz 2 1
C -3.283 -0.526 -4.546
C -2.166 -0.186 -5.487
O -2.180 -0.516 -6.633
N -1.125 0.613 -4.934
C -0.505 1.500 -5.936
P 0.094 -0.287 -4.044
C -0.433 -2.063 -4.061
C 0.509 -2.995 -3.341
C 1.489 -3.635 -4.102
C 2.386 -4.530 -3.537
C 2.336 -4.805 -2.180
C 1.354 -4.192 -1.413
C 0.439 -3.299 -1.977
C -0.642 -2.758 -1.062
P -0.090 0.493 -2.022
C 0.431 2.248 -2.195
O -1.749 0.625 -1.736
H -2.907 -0.770 -3.555
H -3.786 -1.402 -4.938
H -3.952 0.321 -4.435
H -1.247 2.234 -6.237
H 0.307 2.052 -5.477
H -0.138 0.977 -6.813
H -1.451 -2.266 -3.737
H -0.392 -2.317 -5.116
H 1.573 -3.461 -5.165
H 3.126 -5.029 -4.141
H 3.021 -5.483 -1.696
H 1.272 -4.412 -0.359
H -1.118 -3.587 -0.544
H -0.228 -2.041 -0.362
H -1.387 -2.231 -1.649
H -0.016 2.729 -3.063
H 0.086 2.763 -1.304
H 1.512 2.267 -2.264
H -2.112 1.322 -2.302
C 4.067 2.556 7.571
N 2.961 2.289 6.616
C 3.231 2.258 5.301
C 2.244 1.982 4.384
C 0.946 1.725 4.822
C 0.693 1.781 6.189
C 1.717 2.067 7.065
C -0.136 1.380 3.865
C -0.834 0.183 3.988
C -1.856 -0.107 3.111
N -2.192 0.755 2.141
C -1.525 1.908 1.988
C -0.492 2.244 2.833
C -3.312 0.451 1.218
H 4.523 3.509 7.316
H 4.792 1.750 7.489
H 3.669 2.594 8.578
H 4.253 2.450 5.007
H 2.501 1.951 3.334
H -0.299 1.610 6.584
H 1.559 2.118 8.132
H -0.586 -0.537 4.756
H -2.420 -1.026 3.172
H -1.843 2.550 1.179
H 0.014 3.188 2.687
H -2.918 0.481 0.203
H -4.089 1.198 1.358
H -3.703 -0.537 1.439
*
```

---

[2]
The molecule C24H33N5O5. Source: OMol25; level of theory: ωB97M-V/def2-TZVPD.

## Properties
HOMO energy	-7.39	eV
LUMO level	0.52	eV
ΔE to the lowest compared entry with this formula, charge and spin	0.000	eV
Kohn-Sham gap	0.291	Ha
SMILES	COC(=O)c1[nH]c2cc(OC)ccc2c1NC(=O)CN1CCC(C(N)=O)(N2CCCCC2)CC1

Geometry as ORCA input:
```
! RIJCOSX wB97M-V def2-TZVPD def2/J DEFGRID3
* xyz 0 1
C 1.603 3.018 -4.846
H 0.640 3.266 -5.296
H 2.398 3.608 -5.296
H 1.791 1.951 -4.985
O 1.602 3.343 -3.466
C 0.650 2.735 -2.724
O -0.165 1.961 -3.201
C 0.702 3.104 -1.337
C -0.142 2.652 -0.322
N -1.151 1.756 -0.609
C -2.121 1.205 0.170
O -2.297 1.447 1.346
C -2.958 0.173 -0.589
N -2.383 -1.160 -0.566
C -2.207 -1.689 0.774
C -1.980 -3.193 0.663
H -2.831 -3.600 0.117
H -1.943 -3.646 1.654
C -0.683 -3.485 -0.111
N -0.427 -4.930 -0.204
C -1.478 -5.777 -0.740
H -2.434 -5.505 -0.296
C -1.173 -7.234 -0.388
C 0.169 -7.655 -0.975
C 1.243 -6.677 -0.511
C 0.827 -5.252 -0.870
H 1.597 -4.547 -0.551
H 0.732 -5.178 -1.967
H 2.201 -6.906 -0.981
H 1.365 -6.754 0.571
H 0.418 -8.672 -0.666
H 0.111 -7.638 -2.066
H -1.140 -7.333 0.699
H -1.972 -7.873 -0.766
H -1.564 -5.683 -1.836
C -0.780 -2.770 -1.470
C -1.150 -1.294 -1.324
H -1.307 -0.870 -2.320
H -0.310 -0.771 -0.848
H 0.176 -2.832 -1.992
H -1.544 -3.274 -2.067
C 0.487 -2.934 0.732
O 1.160 -1.968 0.448
N 0.670 -3.642 1.868
H 0.224 -4.541 1.947
H 1.456 -3.423 2.457
H -3.119 -1.497 1.344
H -1.367 -1.213 1.304
H -3.088 0.472 -1.632
H -3.939 0.116 -0.108
H -1.130 1.492 -1.595
C 0.289 3.280 0.881
C -0.123 3.248 2.216
C 0.547 4.005 3.147
C 1.639 4.814 2.788
C 2.070 4.866 1.471
C 1.397 4.101 0.530
N 1.624 3.982 -0.802
H 2.349 4.430 -1.334
H 2.909 5.489 1.206
O 2.340 5.587 3.664
C 1.967 5.589 5.021
H 2.060 4.594 5.466
H 0.945 5.956 5.158
H 2.661 6.269 5.514
H 0.218 3.970 4.173
H -0.961 2.635 2.503
*
```

---

[3]
A structure of composition C24H34AlN2 in a non-equilibrium geometry. Source: OMol25; level of theory: ωB97M-V/def2-TZVPD.

## Properties
HOMO energy	-8.42	eV
LUMO level	-6.02	eV
Kohn-Sham gap	0.088	Ha

Geometry as ORCA input:
```
! RIJCOSX wB97M-V def2-TZVPD def2/J DEFGRID3
* xyz 1 1
C 1.776 -2.662 4.250
C 1.127 -2.394 2.854
C 1.590 -1.061 2.139
C 1.966 0.133 3.096
C 0.817 0.634 4.057
C -0.639 0.643 3.427
Al -1.930 -0.524 4.541
C -3.546 -0.959 3.354
C -3.917 -0.076 2.253
C -5.051 -0.451 1.391
C -5.779 -1.678 1.668
C -5.428 -2.537 2.803
C -4.305 -2.196 3.659
H 1.295 -3.568 4.717
H 1.657 -1.836 4.990
H 2.874 -2.895 4.187
H 1.458 -3.243 2.181
H 0.008 -2.433 2.851
H 0.820 -0.752 1.371
H 2.522 -1.309 1.544
H 2.372 0.968 2.453
H 2.826 -0.216 3.731
H 0.770 0.102 5.043
H 1.067 1.707 4.310
H -1.033 1.704 3.498
H -0.681 0.373 2.336
H -1.148 -1.912 4.803
H -2.300 0.097 5.961
H -3.339 0.855 2.054
H -5.344 0.180 0.514
H -6.631 -2.012 1.026
H -6.000 -3.472 2.983
H -3.996 -2.827 4.527
C -1.786 -1.289 -0.710
N -0.906 -0.563 -1.651
C -1.211 0.702 -1.980
C -0.391 1.429 -2.820
C 0.770 0.854 -3.331
C 1.041 -0.467 -2.987
C 0.189 -1.157 -2.147
C 1.706 1.615 -4.187
C 3.037 1.779 -3.809
C 3.919 2.448 -4.633
N 3.509 2.947 -5.811
C 2.225 2.829 -6.196
C 1.309 2.172 -5.402
C 4.472 3.621 -6.711
H -2.794 -1.294 -1.122
H -1.755 -0.757 0.243
H -1.431 -2.309 -0.581
H -2.112 1.124 -1.550
H -0.657 2.454 -3.050
H 1.918 -0.975 -3.370
H 0.380 -2.182 -1.859
H 3.401 1.387 -2.866
H 4.959 2.582 -4.364
H 1.954 3.258 -7.153
H 0.287 2.079 -5.752
H 4.105 4.625 -6.912
H 4.535 3.036 -7.628
H 5.448 3.670 -6.235
*
```

---

[4]
A cluster of 2 separate species, C24H34N2O8 in total in a non-equilibrium geometry. Source: OMol25; level of theory: ωB97M-V/def2-TZVPD.

## Properties
HOMO energy	-8.93	eV
LUMO level	0.58	eV
ΔE to the lowest compared entry with this formula, charge and spin	0.000	eV
Kohn-Sham gap	0.349	Ha
SMILES	CCCOC[C@@H]1C[C@H]2O[C@@H]1[C@H](C(=O)O)[C@@H]2C(=O)O.CNC(=O)[C@H](Cc1ccccc1)NC(C)=O

Geometry as ORCA input:
```
! RIJCOSX wB97M-V def2-TZVPD def2/J DEFGRID3
* xyz 0 1
O 6.367 2.092 -3.595
O -5.914 2.325 0.868
O -6.399 0.590 -1.952
O 5.464 2.352 1.505
O -7.630 0.952 1.387
O -4.334 1.505 -2.036
O -2.668 -3.319 -0.920
O -3.231 0.705 0.737
C 6.025 1.868 -2.446
C -6.345 1.200 1.055
C -5.247 0.634 -1.552
C 5.278 2.939 0.445
C 0.342 1.075 2.423
C 0.148 1.354 1.059
C 1.631 0.780 2.900
C 1.239 1.331 0.173
C 2.725 0.763 2.014
C 2.533 1.037 0.646
N 5.967 4.043 0.126
N 4.894 2.410 -1.989
C 6.892 0.981 -1.573
C 6.971 4.663 0.990
C -0.801 -5.564 -2.136
C -3.032 -4.636 -1.372
C -3.258 -2.958 0.337
C -1.921 -5.658 -1.099
C -3.440 -1.113 2.087
C -4.108 0.219 1.744
C -3.340 -0.380 -0.179
C -5.409 -0.015 0.964
C -4.857 -0.364 -0.449
C -2.856 -1.530 0.730
C 3.701 1.002 -0.324
C 4.320 2.382 -0.631
H -8.065 1.817 1.358
H -4.831 2.070 -2.645
H -0.498 1.096 3.102
H -0.841 1.589 0.692
H 1.785 0.571 3.949
H 1.080 1.538 -0.875
H 3.716 0.545 2.388
H 5.811 4.446 -0.785
H 4.385 2.927 -2.689
H 7.755 0.661 -2.155
H 6.329 0.102 -1.267
H 7.239 1.527 -0.700
H 6.555 4.821 1.987
H 7.287 5.622 0.577
H 7.838 4.006 1.078
H -0.339 -4.572 -2.108
H -1.193 -5.739 -3.143
H -0.030 -6.312 -1.928
H -3.948 -4.974 -0.875
H -3.246 -4.601 -2.445
H -2.906 -3.648 1.112
H -4.348 -3.048 0.292
H -1.515 -5.507 -0.094
H -2.348 -6.664 -1.139
H -4.153 -1.837 2.492
H -2.639 -0.966 2.820
H -4.225 0.882 2.610
H -2.732 -0.283 -1.087
H -5.953 -0.870 1.375
H -5.206 -1.345 -0.779
H -1.762 -1.493 0.780
H 4.469 0.335 0.068
H 3.340 0.560 -1.253
H 3.483 3.081 -0.651
*
```

---

[5]
A cluster of 2 separate species, C24H34N3O5 in total in a non-equilibrium geometry. Source: OMol25; level of theory: ωB97M-V/def2-TZVPD.

## Properties
HOMO energy	-11.03	eV
LUMO level	-5.17	eV
ΔE to the lowest compared entry with this formula, charge and spin	20.247	eV
Kohn-Sham gap	0.215	Ha

Geometry as ORCA input:
```
! RIJCOSX wB97M-V def2-TZVPD def2/J DEFGRID3
* xyz 1 1
C 5.523 -1.505 0.611
C 4.619 -2.621 1.467
O 4.972 -3.907 1.288
O 3.496 -2.160 2.319
C 2.248 -2.865 1.947
C 0.954 -1.825 1.744
C 0.275 -1.662 3.227
C -1.122 -0.809 3.268
C -1.165 0.489 2.241
N 0.034 1.307 2.069
N 0.271 2.420 1.344
C -0.951 2.795 0.644
C -0.788 4.207 -0.245
C -1.585 4.163 -1.677
C -0.978 3.027 -2.728
O 0.243 3.282 -3.239
O -1.692 1.816 -3.162
C -2.387 2.116 0.572
C -2.550 0.778 1.479
C -3.926 -0.091 1.620
C -4.325 -0.993 0.305
C -4.293 -0.344 -1.220
C -4.753 -1.277 -2.529
C -5.239 -2.846 -2.251
C -5.267 -3.516 -0.756
C -4.805 -2.576 0.548
C -4.903 -3.299 2.019
H 6.343 -2.063 -0.053
H 4.862 -0.877 -0.123
H 6.128 -0.792 1.342
H 1.973 -3.541 2.891
H 2.390 -3.601 1.047
H 1.447 -0.815 1.350
H 0.272 -2.326 0.936
H 1.015 -1.151 4.002
H 0.083 -2.752 3.636
H -1.989 -1.581 2.989
H -1.366 -0.386 4.340
H 0.889 0.987 2.620
H 0.350 4.459 -0.461
H -1.171 5.080 0.472
H -2.762 4.095 -1.580
H -1.378 5.215 -2.203
H -1.356 0.990 -2.705
H -3.239 2.570 -0.089
H -3.966 -0.742 2.619
H -4.810 0.702 1.750
H -3.960 0.771 -1.403
H -4.749 -0.769 -3.589
H -5.581 -3.462 -3.203
H -5.610 -4.632 -0.579
H -4.101 -2.915 2.800
H -4.866 -4.476 1.907
H -5.966 -3.013 2.478
C 5.718 1.813 -1.371
O 6.516 0.967 -0.988
N 5.002 1.764 -2.548
C 4.073 2.807 -2.932
C 5.182 0.631 -3.432
H 5.505 2.715 -0.775
H 3.077 2.371 -3.045
H 4.396 3.236 -3.885
H 4.035 3.598 -2.177
H 4.920 -0.286 -2.895
H 6.234 0.576 -3.730
H 4.553 0.729 -4.321
*
```

---

[6]
The ion C24H34NO3 with charge +1. Source: OMol25; level of theory: ωB97M-V/def2-TZVPD.

## Properties
HOMO energy	-11.61	eV
LUMO level	-2.00	eV
ΔE to the lowest compared entry with this formula, charge and spin	0.000	eV
Kohn-Sham gap	0.354	Ha
SMILES	CC[NH+](CC)CCCOC(=O)C(OC(C)C)(c1ccccc1)c1ccccc1

Geometry as ORCA input:
```
! RIJCOSX wB97M-V def2-TZVPD def2/J DEFGRID3
* xyz 1 1
C -3.157 -0.017 2.034
C -3.531 -0.574 0.670
N -3.441 0.453 -0.400
C -3.546 -0.149 -1.751
C -2.216 -0.702 -2.263
H -2.427 -1.274 -3.166
H -1.782 -1.401 -1.543
C -1.165 0.379 -2.582
H -0.807 0.288 -3.607
H -1.566 1.388 -2.434
O 0.012 0.220 -1.789
C -0.008 0.654 -0.538
O -0.967 1.244 -0.063
C 1.161 0.181 0.312
C 2.506 0.089 -0.381
C 2.827 0.811 -1.522
C 4.093 0.709 -2.076
C 5.050 -0.100 -1.489
C 4.740 -0.808 -0.339
C 3.476 -0.714 0.212
H 3.232 -1.258 1.112
H 5.483 -1.434 0.130
H 6.035 -0.173 -1.922
H 4.331 1.271 -2.966
H 2.099 1.455 -1.992
O 1.200 0.894 1.524
C 1.961 2.102 1.579
C 2.031 2.465 3.058
H 2.655 3.342 3.196
H 1.034 2.672 3.437
H 2.454 1.638 3.622
C 1.329 3.227 0.764
H 0.297 3.378 1.072
H 1.348 2.999 -0.300
H 1.885 4.146 0.924
H 2.976 1.907 1.202
C 0.619 -1.226 0.620
C 0.683 -2.221 -0.350
C 0.172 -3.479 -0.083
C -0.409 -3.750 1.146
C -0.470 -2.759 2.111
C 0.037 -1.496 1.850
H 0.011 -0.722 2.598
H -0.906 -2.970 3.076
H -0.804 -4.733 1.351
H 0.234 -4.250 -0.835
H 1.143 -2.011 -1.304
H -3.899 0.615 -2.446
H -4.285 -0.952 -1.722
C -4.371 1.598 -0.209
C -5.842 1.221 -0.240
H -6.433 2.130 -0.170
H -6.117 0.588 0.599
H -6.112 0.720 -1.166
H -4.159 2.323 -0.998
H -4.126 2.068 0.744
H -2.457 0.861 -0.306
H -2.833 -1.374 0.415
H -4.540 -0.989 0.679
H -3.031 -0.842 2.728
H -3.925 0.639 2.434
H -2.215 0.524 1.978
*
```